ORCA calculation (wB97M-V/def2-TZVPD) on a gas-phase ion, C5H11ClN (charge +1).

ORCA input file:
```
! wB97M-V def2-TZVPD RIJCOSX def2/J DEFGRID3
* xyz 1 1
C -2.63136 -0.29692 0.46137
C -1.59738 -1.08070 0.32302
Cl -1.36642 -2.81326 0.59985
C -0.03163 -0.37809 0.03154
N 0.89199 -1.53598 -0.47050
C 0.01285 0.93917 -0.75010
C 1.18313 1.87452 -0.43302
H -3.58425 -0.69508 0.63208
H -2.70832 0.70064 0.13072
H 0.19720 -0.12649 1.01487
H 0.43689 -2.50150 -0.03626
H 1.78673 -1.71098 0.14926
H 1.12509 -1.84323 -1.41263
H -0.90398 1.57954 -0.54227
H -0.00433 0.68593 -1.87237
H 2.18457 1.38527 -0.53914
H 1.10632 2.05407 0.60473
H 0.96990 2.79016 -1.00447
*
```

- Frontier orbital gap: 10.725 eV
- LUMO level: -3.62 eV
- E_tot: -19366.8526 eV
- Structure (SMILES): C=C(Cl)[C@@H]([NH3+])CC
- ΔE to the lowest compared entry with this formula, charge and spin: 57.0 kcal/mol

---

ORCA calculation (wB97M-V/def2-TZVPD) on a molecular structure, C5H11ClN.

ORCA input file:
```
! wB97M-V def2-TZVPD RIJCOSX def2/J DEFGRID3
* xyz 1 1
C -0.73823 -0.52118 0.44145
C -1.57126 -0.60732 -1.85997
C -0.34802 0.91557 2.31194
C 1.49241 0.08006 0.95360
C -0.73107 -1.29243 -0.76514
N 0.05363 0.11420 1.18166
Cl -3.01103 -0.43000 1.13501
H -2.58955 -0.47092 -1.51293
H -1.15654 0.36251 -2.12006
H -1.58083 -1.23523 -2.74500
H -0.27660 0.32658 3.22888
H -1.37937 1.24105 2.18700
H 0.31537 1.77609 2.39804
H 1.78129 -0.77500 0.34846
H 2.00063 0.02075 1.91537
H 1.80799 0.99482 0.44942
H -1.17759 -2.26966 -0.56033
H 0.28874 -1.44264 -1.13867
*
```

- Frontier orbital gap: 9.072 eV
- LUMO level: -6.09 eV
- E_tot: -19366.9561 eV
- ΔE to the lowest compared entry with this formula, charge and spin: 54.6 kcal/mol

---

ORCA calculation (wB97M-V/def2-TZVPD) on 2 unconnected molecules or ions with the total composition C5H11ClN2.

ORCA input file:
```
! wB97M-V def2-TZVPD RIJCOSX def2/J DEFGRID3
* xyz 0 1
C 0.64186 0.29907 -0.47487
C -1.65046 -0.80684 0.00507
C 0.42910 -1.94290 0.71096
C 0.93730 2.17719 -1.85566
C -0.20136 -0.68388 0.20547
N 0.19290 1.37865 -0.90305
N -0.17830 0.23022 2.27630
Cl 0.18974 1.86447 2.17072
H 1.70379 0.00990 -0.65489
H -2.16166 -1.00177 0.93742
H -1.84036 -1.65318 -0.59424
H -1.97989 0.06103 -0.41294
H 1.32125 -1.76468 1.41592
H -0.30735 -2.58993 1.24029
H 0.61888 -2.46133 -0.27736
H 2.05945 2.18494 -1.48788
H 0.57606 3.20531 -1.78786
H 0.77453 1.59224 -2.77863
H -1.12548 -0.09851 2.26523
*
```

- Frontier orbital gap (spin up / spin down): 7.758 / 8.133 eV
- LUMO level (spin up / spin down): -0.23 / -0.20 eV
- E_tot: -20861.2987 eV
- ΔE to the lowest compared entry with this formula, charge and spin: 105.9 kcal/mol

---

ORCA calculation (wB97M-V/def2-TZVPD) on 2 unconnected molecules or ions with the total composition C5H11ClNO.

ORCA input file:
```
! wB97M-V def2-TZVPD RIJCOSX def2/J DEFGRID3
* xyz 1 1
C -1.67887 -2.02677 1.47044
C -0.72704 -1.00264 1.50408
C -0.26399 2.19896 0.33378
C 0.84966 -0.38813 -3.25374
C -0.45578 -0.13816 0.39168
N 0.52268 0.91538 0.36125
O -0.87843 -0.15187 -0.93055
Cl 1.94013 0.61556 -2.50983
H -2.02098 -2.49786 2.41444
H -2.36943 -2.06613 0.60815
H -0.18104 -0.66550 2.34749
H -0.98438 2.18015 1.05428
H 0.27222 3.19110 0.42877
H -0.80944 2.31547 -0.58801
H 1.17262 -1.43875 -3.10286
H -0.03264 -0.01383 -3.71013
H 1.22061 0.83434 1.14676
H 1.18381 0.93229 -0.51729
H -1.79787 -0.36516 -1.07143
*
```

- Frontier orbital gap (spin up / spin down): 8.553 / 7.362 eV
- LUMO level (spin up / spin down): -3.47 / -4.54 eV
- E_tot: -21412.0755 eV
- ΔE to the lowest compared entry with this formula, charge and spin: 111.9 kcal/mol

---

ORCA calculation (wB97M-V/def2-TZVPD) on C5H11ClSi in the gas phase.

ORCA input file:
```
! wB97M-V def2-TZVPD RIJCOSX def2/J DEFGRID3
* xyz 0 1
C -0.23496 -1.24900 2.40712
Si 0.23354 0.27207 1.41939
C -0.59575 0.56650 -0.27958
Cl -2.29877 1.19191 -0.16084
C -0.50182 -0.60898 -1.24363
C 0.61299 0.11980 -1.95770
C 0.27713 1.35494 -1.20346
H -0.18195 -2.17847 1.92407
H 0.50435 -1.29249 3.19078
H -1.20697 -1.29399 3.09729
H 0.47308 1.37651 2.35646
H 1.47386 -0.13388 0.63589
H -1.35331 -0.40677 -1.84958
H -0.30674 -1.52459 -0.81314
H 1.66949 -0.10265 -1.71089
H 0.56881 0.00902 -3.11911
H 1.13392 1.95224 -0.74077
H -0.26690 1.94783 -1.95229
*
```

- Frontier orbital gap: 10.632 eV
- LUMO level: 0.88 eV
- E_tot: -25761.5768 eV
- Structure (SMILES): C[SiH2]C1(Cl)CCC1
- ΔE to the lowest compared entry with this formula, charge and spin: 57.5 kcal/mol

---

ORCA calculation (wB97M-V/def2-TZVPD) on 2 unconnected molecules or ions with the total composition C5H11F2PS3.

ORCA input file:
```
! wB97M-V def2-TZVPD RIJCOSX def2/J DEFGRID3
* xyz 0 1
C 2.66949 -2.01327 1.37964
C -2.62794 1.78618 -1.69478
C 1.26095 -2.23012 1.85171
C -2.87634 0.19056 -1.75250
C 1.35855 2.63128 0.58877
F 1.60004 3.27664 -0.47244
F 0.38352 3.20280 1.31329
P -0.24252 -0.46662 -0.39825
S 0.44850 -1.88235 -1.67339
S 0.23954 -0.82517 1.66207
S -2.34121 -0.65553 -0.12769
H 3.36300 -2.87465 1.55034
H 2.65526 -2.02196 0.24997
H 3.10025 -0.97002 1.48908
H -2.24201 2.27317 -2.60824
H -3.37592 2.37615 -1.30556
H -1.70833 1.80867 -0.99060
H 1.27385 -2.36569 2.95049
H 0.86353 -3.05137 1.38457
H -2.14267 -0.23634 -2.48555
H -3.91965 -0.19308 -1.96507
H 2.26013 2.24072 1.05412
*
```

- Frontier orbital gap (spin up / spin down): 8.721 / 6.193 eV
- LUMO level (spin up / spin down): 0.38 / -2.32 eV
- E_tot: -52590.0272 eV
- ΔE to the lowest compared entry with this formula, charge and spin: 28.3 kcal/mol

---

ORCA calculation (wB97M-V/def2-TZVPD) on 2 unconnected molecules or ions with the total composition C5H11FN.

ORCA input file:
```
! wB97M-V def2-TZVPD RIJCOSX def2/J DEFGRID3
* xyz 1 1
C -2.94886 0.88269 0.57648
C -2.38623 -0.18545 0.18198
C 0.76593 -0.64079 -1.37795
C 1.06974 1.14085 0.48243
C 0.46719 -0.11688 -0.02550
N 0.54056 -1.11876 1.01761
F -2.76067 -1.30612 -0.40918
H -3.99049 0.92338 0.22053
H -2.63884 1.61554 1.25507
H 1.66835 -0.28435 -1.76182
H 0.06881 -0.35493 -2.15777
H 0.93230 -1.68524 -1.48683
H 2.08556 0.74884 0.79703
H 0.43860 1.43410 1.24636
H 1.07486 1.88101 -0.31629
H 1.49663 -1.47182 1.27623
H 0.12026 -2.00106 0.67972
H -0.14564 -0.74732 1.77802
*
```

- Frontier orbital gap (spin up / spin down): 8.706 / 8.576 eV
- LUMO level (spin up / spin down): -4.43 / -4.52 eV
- E_tot: -9558.7198 eV
- ΔE to the lowest compared entry with this formula, charge and spin: 137.6 kcal/mol

---

ORCA calculation (wB97M-V/def2-TZVPD) on 2 unconnected molecules or ions with the total composition C5H11FO.

ORCA input file:
```
! wB97M-V def2-TZVPD RIJCOSX def2/J DEFGRID3
* xyz 0 1
C -1.60199 0.83342 -1.11002
C -0.11802 0.98358 1.82135
C 1.06998 -1.19132 1.26218
C -0.17340 1.41645 -1.13826
C 0.96122 0.25980 1.17122
O 0.78067 0.51495 -0.83336
F 2.16294 0.80840 1.40443
H -1.88824 -0.10557 -1.70117
H -1.81842 0.70214 -0.05601
H -2.32072 1.61983 -1.45768
H 0.19510 1.19443 2.83299
H -0.34065 2.03129 1.31180
H -1.05856 0.41047 1.99419
H 0.30964 -1.48325 0.52834
H 0.82885 -1.59173 2.24106
H 1.91966 -1.53322 0.70498
H -0.14096 2.44788 -0.65054
H 0.03303 1.65764 -2.11607
*
```

- Frontier orbital gap: 9.867 eV
- LUMO level: 0.74 eV
- E_tot: -10125.4588 eV
- ΔE to the lowest compared entry with this formula, charge and spin: 50.7 kcal/mol

---

ORCA calculation (wB97M-V/def2-TZVPD) on a molecular structure, C5H11FO3SSi.

ORCA input file:
```
! wB97M-V def2-TZVPD RIJCOSX def2/J DEFGRID3
* xyz 0 1
C -1.54675 -1.01709 -0.78146
C -2.21712 -0.66413 0.54345
C -0.69551 0.17503 -1.21658
C -1.13576 -0.37657 1.57449
C 0.23473 0.65972 -0.12769
O 1.69806 -1.57243 1.06276
O 2.82639 0.26585 -0.06150
O -0.21260 0.63291 1.14024
F 1.96951 -1.53719 -1.42558
Si 2.39298 1.91014 -0.12170
S 1.61256 -0.65384 -0.02345
H -0.90415 -1.89382 -0.64731
H -2.29384 -1.25055 -1.54204
H -2.84172 0.22224 0.41270
H -2.84280 -1.48291 0.89981
H -0.09586 -0.06770 -2.09334
H -1.34667 1.01683 -1.47265
H -1.55410 0.01250 2.50492
H -0.55841 -1.28338 1.79002
H 1.93070 2.22037 -1.47046
H 3.80418 2.34241 -0.06537
H 1.77619 2.34160 1.12074
*
```

- Frontier orbital gap: 9.094 eV
- LUMO level: 0.56 eV
- E_tot: -32933.3854 eV

---

ORCA calculation (wB97M-V/def2-TZVPD) on C5H11INO2P in the gas phase.

ORCA input file:
```
! wB97M-V def2-TZVPD RIJCOSX def2/J DEFGRID3
* xyz 0 1
C -2.83468 0.22359 -0.06429
C -1.39365 -0.15720 0.46418
C -1.05233 0.78587 1.62187
P -0.04971 -0.38138 -0.89222
C 0.11658 1.53155 -1.28887
O 0.06285 2.12387 -2.33520
O 1.27748 -0.21877 0.12259
C 2.49984 -1.20601 -0.07956
N 2.37055 -1.87403 -1.25517
I 4.10449 -0.00886 0.52156
H -2.88663 0.72490 -1.11825
H -3.47028 -0.61166 -0.02802
H -3.29268 1.00448 0.61552
H -1.48265 -1.21647 0.80745
H -0.16793 0.50172 2.16850
H -1.81157 0.72390 2.31659
H -0.90211 1.84914 1.34916
H 0.19353 2.10846 -0.25346
H 2.55553 -1.92823 0.71647
H 2.85080 -1.47422 -2.24482
H 3.31258 -2.50065 -1.14401
*
```

- Frontier orbital gap: 8.797 eV
- LUMO level: 0.25 eV
- E_tot: -28334.9331 eV
- Structure (SMILES): CC(C)P(C=O)O[C@@H](N)I
- ΔE to the lowest compared entry with this formula, charge and spin: 27.8 kcal/mol

---

ORCA calculation (wB97M-V/def2-TZVPD) on a gas-phase ion, C5H11INOS (charge +1).

ORCA input file:
```
! wB97M-V def2-TZVPD RIJCOSX def2/J DEFGRID3
* xyz 1 3
C -1.46148 -0.57161 -1.96449
C -1.11634 -0.13559 -0.76748
C 0.77420 -1.79990 1.18004
C 0.63462 1.62102 -0.38396
C 0.32113 0.12366 -0.34309
N 0.51662 -0.35703 1.05582
O -1.92276 0.18272 0.28860
S 2.30426 1.88403 0.37174
I -3.93405 0.14105 0.18833
H -2.49284 -0.70733 -2.23650
H -0.72568 -0.79653 -2.71219
H 1.70653 -2.05222 0.67891
H 0.85282 -2.07568 2.22939
H -0.03905 -2.36270 0.72561
H -0.10099 2.18859 0.18305
H 0.64912 1.97278 -1.41416
H 1.01157 -0.41592 -0.99652
H -0.34375 -0.10897 1.56766
H 1.31617 0.20383 1.42960
H 2.04990 3.06579 0.91963
*
```

- Frontier orbital gap (spin up / spin down): 8.502 / 6.498 eV
- LUMO level (spin up / spin down): -2.63 / -6.66 eV
- E_tot: -27826.9220 eV
- ⟨S²⟩: 2.01

---

ORCA calculation (wB97M-V/def2-TZVPD) on a gas-phase ion, C5H11N (charge -1).

ORCA input file:
```
! wB97M-V def2-TZVPD RIJCOSX def2/J DEFGRID3
* xyz -1 2
C -1.71071 0.45760 -0.39669
C -0.84605 -0.75749 -0.83060
C 0.40864 -0.75696 0.00595
C 1.57659 -0.22219 -0.39595
C 2.55230 0.46455 0.46687
N -1.86148 0.41961 1.05461
H -2.69166 0.39206 -1.07184
H -1.14172 1.39064 -0.68925
H -0.76270 -0.95311 -1.95640
H -1.36248 -1.67167 -0.72173
H 0.21543 -0.94651 1.08890
H 1.77779 -0.44182 -1.43715
H 2.10443 1.02459 1.39483
H 3.15565 1.19411 -0.08028
H 3.23514 -0.16937 0.88658
H -2.07537 -0.51144 1.34845
H -2.57379 1.08741 1.33372
*
```

- Frontier orbital gap (spin up / spin down): 2.938 / 7.505 eV
- LUMO level (spin up / spin down): 4.56 / 4.40 eV
- E_tot: -6849.7394 eV
- ΔE to the lowest compared entry with this formula, charge and spin: 47.9 kcal/mol
- ⟨S²⟩: 0.75

---

ORCA calculation (wB97M-V/def2-TZVPD) on a gas-phase ion, C5H11N (charge -1).

ORCA input file:
```
! wB97M-V def2-TZVPD RIJCOSX def2/J DEFGRID3
* xyz -1 2
C 0.72779 0.94645 1.43962
C -0.72201 0.93215 0.84474
C -0.76833 -0.00485 -0.40534
C -0.09786 -1.32109 -0.24190
C 0.91222 -1.61639 -1.29886
N -1.25531 2.23465 0.72779
H 1.35633 1.66674 0.91108
H 1.04702 -0.06003 1.08446
H 0.78728 0.93503 2.52429
H 0.47820 -1.50017 -2.30673
H -1.82553 -0.07952 -0.66322
H -0.26055 0.54892 -1.21398
H -0.92578 -2.03079 -0.17010
H 1.77112 -0.96407 -1.29416
H 1.36534 -2.61727 -1.30072
H -1.25773 2.53364 -0.24495
H -1.33219 0.39659 1.60798
*
```

- Frontier orbital gap (spin up / spin down): 5.360 / 4.823 eV
- LUMO level (spin up / spin down): 4.00 / 3.83 eV
- E_tot: -6849.8458 eV
- ΔE to the lowest compared entry with this formula, charge and spin: 45.5 kcal/mol
- ⟨S²⟩: 0.76